1.
Computed, not measured: a cluster of 15 separate species, C45H125F3N9O16 in total at a distorted geometry, with ωB97M-V with the def2-TZVPD basis set.

As for the total charge: -1. Its HOMO-LUMO gap is 8.395 eV. The calculation puts the relative energy (zero: lowest compared OMol25 entry of this formula, charge and spin) at 0.00 kcal/mol. The LUMO energy is 2.0 eV.

The geometry in XYZ format:
```
198
C45H125F3N9O16, DFT ωB97M-V with the def2-TZVPD basis set
C -9.96 -24.89 -27.17
O -9.75 -23.78 -28.07
O -11.16 -25.38 -27.41
C -8.82 -25.89 -27.25
F -9.11 -27.05 -26.66
F -8.47 -26.17 -28.52
F -7.72 -25.42 -26.61
C -8.48 -23.17 -28.22
C -8.63 -22.13 -29.31
H -9.29 -21.31 -29.02
H -7.65 -21.66 -29.47
H -8.97 -22.52 -30.26
H -7.67 -23.84 -28.52
H -8.23 -22.67 -27.27
H -9.95 -24.43 -26.16
C -11.02 -18.24 -29.59
O -11.30 -18.65 -30.91
H -10.15 -17.56 -29.55
H -11.85 -17.69 -29.13
H -10.80 -19.08 -28.94
H -11.70 -17.90 -31.37
C -13.98 -23.95 -25.49
O -13.49 -23.78 -26.81
H -14.91 -24.52 -25.50
H -13.25 -24.46 -24.86
H -14.19 -22.97 -25.06
H -12.77 -24.42 -26.97
C -8.25 -25.01 -31.66
O -9.65 -25.20 -31.67
H -7.71 -25.91 -31.97
H -8.01 -24.19 -32.33
H -7.87 -24.74 -30.67
H -9.90 -25.84 -30.99
C -12.08 -28.00 -29.36
O -11.22 -26.94 -29.71
H -12.49 -28.47 -30.25
H -11.58 -28.75 -28.74
H -12.93 -27.64 -28.77
H -11.13 -26.32 -28.95
C -12.45 -27.32 -24.93
O -12.11 -27.68 -26.26
H -11.63 -26.73 -24.47
H -13.29 -26.63 -24.92
H -12.61 -28.21 -24.33
H -11.72 -26.88 -26.67
C -4.77 -24.24 -28.29
C -3.74 -24.81 -27.32
C -2.67 -23.79 -26.98
O -2.12 -23.26 -28.18
C -1.07 -22.37 -27.92
N -4.40 -25.18 -26.06
H -5.47 -25.03 -28.56
H -4.36 -23.86 -29.23
H -5.33 -23.46 -27.77
H -3.26 -25.69 -27.75
H -1.86 -24.22 -26.38
H -3.12 -22.94 -26.44
H -0.33 -22.77 -27.23
H -1.47 -21.42 -27.54
H -0.58 -22.15 -28.87
H -4.53 -24.36 -25.48
H -5.35 -25.49 -26.25
C -11.19 -24.72 -19.67
C -10.84 -24.00 -20.95
C -9.95 -24.89 -21.84
O -9.72 -24.25 -23.06
C -8.42 -24.50 -23.57
N -12.04 -23.53 -21.64
H -11.99 -24.20 -19.12
H -10.33 -24.84 -19.01
H -11.61 -25.72 -19.85
H -10.21 -23.12 -20.77
H -10.43 -25.87 -21.99
H -9.04 -25.08 -21.26
H -8.36 -24.07 -24.57
H -8.22 -25.58 -23.67
H -7.66 -24.06 -22.92
H -11.77 -23.28 -22.59
H -12.68 -24.31 -21.77
C -7.74 -33.42 -26.47
C -6.94 -32.13 -26.48
C -7.85 -30.91 -26.51
O -8.83 -31.02 -25.51
C -9.73 -29.94 -25.55
N -6.04 -32.16 -25.31
H -8.53 -33.44 -27.22
H -8.19 -33.56 -25.48
H -7.09 -34.27 -26.66
H -6.32 -32.09 -27.38
H -8.30 -30.92 -27.52
H -7.26 -30.00 -26.36
H -9.28 -28.99 -25.25
H -10.54 -30.13 -24.85
H -10.21 -29.84 -26.53
H -6.63 -32.38 -24.51
H -5.62 -31.26 -25.15
C -4.96 -24.79 -21.92
C -3.94 -23.73 -22.27
C -4.48 -22.61 -23.11
O -5.24 -23.12 -24.17
C -5.71 -22.12 -25.03
N -3.34 -23.17 -21.05
H -5.87 -24.30 -21.56
H -4.59 -25.43 -21.12
H -5.22 -25.40 -22.78
H -3.16 -24.23 -22.87
H -3.64 -22.01 -23.49
H -5.10 -21.93 -22.50
H -6.25 -21.33 -24.49
H -6.40 -22.52 -25.77
H -4.86 -21.68 -25.57
H -2.96 -23.93 -20.51
H -2.53 -22.61 -21.33
C -8.99 -32.56 -31.21
C -8.69 -31.31 -32.03
C -7.47 -30.57 -31.53
O -7.53 -30.21 -30.18
C -8.49 -29.22 -29.90
N -8.44 -31.69 -33.43
H -8.14 -33.24 -31.25
H -9.86 -33.08 -31.60
H -9.18 -32.31 -30.17
H -9.57 -30.66 -31.99
H -7.34 -29.68 -32.17
H -6.57 -31.16 -31.68
H -8.40 -28.90 -28.86
H -9.53 -29.56 -30.01
H -8.40 -28.35 -30.56
H -9.22 -32.23 -33.79
H -8.35 -30.87 -34.01
C -4.85 -22.91 -32.27
C -5.26 -21.56 -32.82
C -6.01 -20.73 -31.81
O -6.46 -19.55 -32.44
C -7.20 -18.77 -31.55
N -4.04 -20.81 -33.19
H -4.50 -23.60 -33.03
H -5.67 -23.37 -31.70
H -4.03 -22.78 -31.55
H -5.90 -21.72 -33.70
H -5.34 -20.45 -30.98
H -6.85 -21.30 -31.40
H -7.79 -18.01 -32.07
H -6.55 -18.26 -30.84
H -7.96 -19.36 -31.01
H -4.35 -19.92 -33.59
H -3.58 -21.28 -33.97
C -12.55 -19.74 -26.42
C -11.36 -20.64 -26.70
C -10.84 -21.38 -25.48
O -10.51 -20.41 -24.49
C -9.65 -20.87 -23.48
N -11.77 -21.55 -27.79
H -13.42 -20.30 -26.09
H -12.83 -19.13 -27.28
H -12.28 -19.07 -25.60
H -10.52 -20.01 -27.03
H -9.97 -22.00 -25.73
H -11.62 -22.05 -25.09
H -9.31 -20.02 -22.90
H -8.82 -21.44 -23.91
H -10.18 -21.54 -22.78
H -12.49 -22.16 -27.39
H -11.00 -22.18 -27.96
C -9.32 -21.82 -33.33
C -9.70 -20.48 -33.94
C -9.64 -20.59 -35.43
O -9.76 -19.30 -36.00
C -9.69 -19.31 -37.40
N -11.08 -20.20 -33.53
H -10.03 -22.56 -33.70
H -9.38 -21.85 -32.24
H -8.32 -22.17 -33.59
H -9.02 -19.68 -33.61
H -10.45 -21.25 -35.77
H -8.68 -21.03 -35.72
H -8.78 -19.81 -37.75
H -9.62 -18.29 -37.78
H -10.57 -19.80 -37.82
H -11.45 -19.46 -34.12
H -11.10 -19.82 -32.58
C -8.10 -18.48 -27.81
C -7.22 -18.56 -26.56
C -5.81 -18.96 -26.91
O -5.77 -20.15 -27.65
C -4.50 -20.35 -28.22
N -7.19 -17.34 -25.76
H -7.64 -17.78 -28.52
H -9.08 -18.10 -27.50
H -8.24 -19.44 -28.30
H -7.63 -19.37 -25.95
H -5.20 -19.05 -25.99
H -5.34 -18.15 -27.49
H -4.22 -19.49 -28.84
H -4.43 -21.27 -28.79
H -3.74 -20.36 -27.43
H -6.54 -16.69 -26.19
H -8.11 -16.93 -25.75
```

2.
Computed, not measured: a structure of composition C45H17F15GeN2S3Tc at a distorted geometry, with ωB97M-V with the def2-TZVPD basis set.

As for the total charge: +3. Its HOMO-LUMO gap (spin up / spin down) is 3.104 / 3.111 eV. The LUMO energy (spin up / spin down) is -12.0 / -12.0 eV.

The geometry in XYZ format:
```
84
C45H17F15GeN2S3Tc, DFT ωB97M-V with the def2-TZVPD basis set
Tc -0.94 0.27 -0.97
S -4.65 0.26 -7.12
C -6.02 1.25 -7.01
C -6.19 1.77 -5.76
C -5.16 1.34 -4.89
C -4.24 0.51 -5.48
C -3.03 -0.05 -4.88
C -2.70 0.31 -3.57
N -1.60 -0.12 -2.96
C -0.74 -0.96 -3.59
C -0.97 -1.36 -4.90
C 0.02 -2.21 -5.52
C 1.09 -2.65 -4.84
C 1.29 -2.29 -3.45
C 2.34 -2.77 -2.67
C 2.46 -2.44 -1.32
C 1.49 -1.56 -0.80
N 0.49 -1.07 -1.55
C 0.37 -1.44 -2.86
C 3.55 -2.97 -0.50
C 4.54 -3.84 -0.90
C 5.45 -4.16 0.13
C 5.15 -3.53 1.29
S 3.76 -2.56 1.15
C -2.13 -0.90 -5.53
H -6.66 1.41 -7.87
H -7.01 2.42 -5.49
H -5.13 1.64 -3.84
H -3.34 0.98 -3.02
H -0.13 -2.50 -6.56
H 1.82 -3.29 -5.32
H 3.07 -3.43 -3.13
H 1.52 -1.24 0.23
H 4.61 -4.25 -1.90
H 6.30 -4.83 0.02
H 5.68 -3.60 2.24
H -2.32 -1.22 -6.55
F -3.17 -0.52 5.27
C -2.41 -1.58 4.97
C -1.33 -1.46 4.11
C -0.62 -2.61 3.79
F 0.40 -2.55 2.92
C -0.94 -3.83 4.33
F -0.27 -4.92 4.00
C -2.00 -3.90 5.22
F -2.31 -5.05 5.75
C -2.74 -2.78 5.53
F -3.77 -2.89 6.36
Ge -0.69 0.18 3.38
S -1.22 -0.24 1.15
C 1.21 0.33 3.68
C 1.76 0.04 4.93
F 1.01 -0.41 5.92
C 3.11 0.19 5.17
F 3.60 -0.08 6.35
C 3.94 0.59 4.15
F 5.22 0.71 4.36
C 3.42 0.86 2.89
F 4.23 1.22 1.89
C 2.08 0.72 2.69
F 1.60 0.94 1.45
C -1.63 1.81 3.79
C -2.19 2.67 2.87
F -2.12 2.41 1.54
C -2.84 3.82 3.24
F -3.36 4.62 2.33
C -2.93 4.13 4.58
F -3.54 5.22 4.95
C -2.37 3.30 5.54
F -2.45 3.61 6.81
C -1.73 2.16 5.13
F -1.18 1.37 6.06
C 0.19 1.60 -1.37
C 1.13 2.49 -1.78
C 2.14 3.03 -0.92
C 3.02 3.95 -1.43
C 2.91 4.35 -2.77
C 1.92 3.84 -3.63
C 1.04 2.91 -3.16
H 2.21 2.70 0.10
H 3.79 4.36 -0.80
H 3.62 5.08 -3.16
H 1.86 4.18 -4.65
H 0.28 2.49 -3.80
```

| no. | M (g mol⁻¹) |
| --- | --- |
| 1 | 1105.5 |
| 2 | 1137.4 |